Record 1
# C28H49ClN7O3

A 7-piece molecular cluster, C28H49ClN7O3 overall (ωB97M-V/def2-TZVPD, the Open Molecules 2025 dataset).

Geometry as XYZ:
```
88
Properties=species:S:1:pos:R:3:forces:R:3:mulliken_charge:R:1
O 7.14795 -1.47398 -6.33726 0.10 0.07 0.05 -0.744
C 7.35768 -1.62130 -5.11503 -0.13 0.06 -0.24 0.473
O 8.42945 -1.60191 -4.47773 0.27 -0.02 0.08 -0.695
C 6.08156 -1.83993 -4.26148 -0.28 -0.17 -0.38 -0.326
N 6.03130 -3.04769 -3.42553 -0.24 0.65 0.48 0.142
Cl 5.90614 -4.45376 -4.42711 0.04 -0.23 -0.13 -0.194
C 7.14604 -3.19849 -2.49226 0.22 -0.54 0.04 -0.867
C 6.75307 -4.02541 -1.28082 -0.13 0.28 0.06 -0.401
O 6.05832 -3.29652 -0.26580 -0.04 0.03 -0.14 -0.526
H 5.91832 -0.99509 -3.59027 0.17 0.02 0.18 0.163
H 5.23826 -1.87803 -4.94869 -0.12 -0.07 0.05 0.213
H 7.49363 -2.21022 -2.20021 -0.10 0.10 -0.01 0.440
H 7.99993 -3.68242 -2.97388 0.06 0.14 -0.09 0.448
H 6.13549 -4.86508 -1.61161 0.07 -0.15 0.00 0.208
H 7.66562 -4.40599 -0.81896 -0.04 -0.10 0.07 0.350
H 5.56059 -2.58253 -0.68959 0.03 -0.03 -0.01 0.428
C 2.14711 -0.65307 -4.10423 0.04 0.03 0.06 -1.388
C 1.52455 -0.11442 -2.82056 0.01 -0.10 -0.37 0.407
C 2.49810 0.70931 -1.97468 -0.13 -0.09 -0.19 0.301
C 3.60986 -0.11542 -1.51247 0.09 0.14 0.23 0.062
N 4.43564 -0.77629 -1.06828 0.03 -0.14 -0.04 -0.554
H 2.97963 -1.32651 -3.89757 0.06 0.00 0.01 0.201
H 1.40774 -1.21398 -4.67649 0.00 0.01 -0.01 0.426
H 2.51996 0.15415 -4.73743 0.01 0.00 0.00 0.374
H 1.15252 -0.94104 -2.22321 -0.05 -0.05 0.05 -0.125
H 0.67005 0.51342 -3.06426 -0.01 0.07 0.08 0.077
H 1.99586 1.09462 -1.08652 0.00 0.05 0.00 -0.284
H 2.88367 1.56146 -2.53660 0.04 -0.02 0.00 0.462
C 1.20726 -4.68772 0.74689 0.02 0.03 -0.03 -1.323
C 2.18807 -3.57233 0.40570 -0.06 -0.14 0.04 -0.268
C 1.69144 -2.18804 0.83938 0.04 -0.09 0.06 -0.177
C 0.43975 -1.83002 0.17278 0.12 0.09 -0.20 0.217
N -0.48626 -1.54514 -0.44483 -0.22 0.01 0.23 -0.544
H 0.25700 -4.55445 0.22695 -0.02 0.02 0.01 0.336
H 1.61225 -5.65476 0.45050 0.01 -0.01 0.01 0.376
H 1.00538 -4.72198 1.81999 0.00 0.00 0.01 0.317
H 2.38136 -3.56194 -0.66765 0.05 0.04 -0.01 0.224
H 3.14516 -3.75685 0.89360 0.06 0.08 -0.04 0.363
H 2.43455 -1.42959 0.58580 -0.01 0.00 0.04 0.085
H 1.52796 -2.15275 1.91831 0.02 -0.01 0.02 0.415
C -0.07537 2.48631 0.90354 0.00 0.04 0.07 -0.909
C -1.07550 3.55448 0.48375 0.11 -0.06 0.05 -0.790
C -1.87058 3.17244 -0.76958 -0.05 0.04 0.10 0.177
C -1.01490 2.94665 -1.93145 0.02 -0.02 -0.01 0.135
N -0.33726 2.76286 -2.83964 0.02 0.07 -0.05 -0.575
H 0.68873 2.33988 0.13987 -0.03 -0.01 -0.05 0.244
H 0.42647 2.78057 1.82427 -0.02 -0.03 0.03 0.362
H -0.56876 1.52846 1.08193 0.01 -0.02 -0.03 0.163
H -0.55457 4.49808 0.31223 -0.04 0.03 -0.04 0.445
H -1.78595 3.72750 1.29429 -0.02 0.03 -0.02 0.325
H -2.58795 3.95293 -1.02681 -0.04 -0.02 -0.02 0.470
H -2.43127 2.25233 -0.59200 -0.02 0.00 -0.02 -0.081
C -4.06712 1.20088 1.68971 0.01 -0.03 0.01 -0.756
C -3.80314 0.13650 2.74733 0.00 0.06 -0.12 -0.667
C -3.60730 0.72512 4.15088 -0.06 -0.14 -0.13 -0.385
C -2.46616 1.63624 4.19853 0.07 -0.02 0.07 0.453
N -1.55485 2.33339 4.22410 0.02 0.10 -0.01 -0.517
H -3.21982 1.88261 1.59839 -0.01 0.00 0.05 -0.118
H -4.22940 0.74051 0.71550 -0.01 -0.01 0.00 0.366
H -4.95240 1.79126 1.93367 -0.01 0.02 0.00 0.329
H -2.91789 -0.43983 2.47417 0.01 -0.03 0.03 0.319
H -4.64016 -0.56193 2.78333 0.01 -0.02 0.06 0.359
H -3.43645 -0.07066 4.87820 -0.01 0.01 0.03 0.278
H -4.49713 1.27819 4.45917 -0.02 0.00 0.00 0.305
C -3.58317 2.80155 -6.46021 -0.02 -0.02 0.05 -1.320
C -2.91298 2.07551 -5.30025 0.02 0.11 -0.13 -0.050
C -3.88305 1.22621 -4.47179 0.12 0.04 -0.06 -0.380
C -4.92624 2.04181 -3.85269 -0.02 -0.01 0.07 0.232
N -5.72591 2.70051 -3.35805 -0.03 0.04 0.03 -0.491
H -4.33755 3.50600 -6.10591 -0.02 -0.02 0.01 0.350
H -2.84672 3.36556 -7.03147 0.01 -0.01 -0.01 0.367
H -4.06859 2.09808 -7.13979 -0.01 0.00 -0.01 0.318
H -2.42298 2.79597 -4.64511 0.04 -0.04 0.01 0.037
H -2.13104 1.41915 -5.68334 0.02 -0.04 0.07 0.333
H -3.34711 0.70880 -3.67478 0.00 -0.05 -0.01 0.262
H -4.36310 0.46991 -5.09515 -0.02 -0.02 0.01 0.330
C -5.72540 1.18664 9.17187 0.03 0.01 0.02 -1.151
C -4.36541 1.86631 9.06681 -0.14 -0.03 0.03 -0.522
C -3.51438 1.32169 7.91338 -0.06 0.12 0.16 0.020
C -3.24724 -0.10622 8.06907 0.10 -0.03 -0.09 0.268
N -3.03672 -1.22732 8.19362 -0.04 -0.07 0.01 -0.473
H -5.62048 0.12039 9.37553 0.01 -0.01 -0.03 0.361
H -6.31064 1.62192 9.98137 -0.01 0.01 -0.01 0.334
H -6.29461 1.30109 8.24729 -0.01 0.00 -0.01 0.289
H -3.81960 1.74326 10.00344 0.04 0.01 -0.01 0.319
H -4.50110 2.93807 8.91429 0.06 0.01 -0.03 0.317
H -2.56011 1.84584 7.85745 0.02 -0.01 -0.06 0.304
H -4.02911 1.46621 6.96215 0.00 0.03 -0.02 -0.075
```
Forces are in eV/Å.

For the electronic energy, the calculation gives -58926.43873 eV. The charge is -1. As for the relative energy (zero: lowest compared OMol25 entry of this formula, charge and spin): 4.18 kJ/mol.

Record 2
# C49H36N9O3Y

C49H36N9O3Y as an isolated structure at a distorted geometry (ωB97M-V/def2-TZVPD, the Open Molecules 2025 dataset).

Geometry as XYZ:
```
98
Properties=species:S:1:pos:R:3:forces:R:3:mulliken_charge:R:1
Y 0.65539 -0.31870 -0.70243 0.48 0.88 0.76 0.243
C 5.07395 0.10643 -0.37552 0.48 1.43 0.28 -0.845
C 5.64889 -1.14860 -0.51745 0.55 -0.87 0.58 -0.494
C 4.90474 -2.15243 -1.10052 -0.72 0.71 0.05 -0.576
C 3.57046 -1.85339 -1.50722 1.17 0.92 0.76 0.324
N 3.06521 -0.58374 -1.44631 -0.36 -1.17 -0.42 0.154
C 3.84605 0.37930 -0.95401 0.52 -0.49 0.86 0.205
N 2.92217 -2.94910 -1.94758 -2.40 -0.93 -1.74 -0.393
C 1.67395 -3.05932 -2.34537 1.01 0.37 1.98 -0.472
N 0.59279 -2.21601 -2.13358 0.59 0.89 0.20 2.007
C -0.52451 -2.77097 -2.67196 -0.24 -0.17 -0.79 -0.605
N -1.71885 -2.29386 -2.83860 -0.44 -1.72 0.89 -0.467
C -2.30046 -1.25947 -2.18001 0.75 1.50 -0.45 0.097
C -3.70646 -1.16864 -2.15282 -0.05 -0.44 -0.31 -0.926
C -4.30987 -0.01408 -1.73719 0.69 1.39 0.71 -0.581
C -3.49882 1.08282 -1.31609 -0.70 -0.62 -0.90 -1.018
C -2.13500 0.96351 -1.47708 -0.38 -0.24 1.04 0.152
N -1.53964 -0.20712 -1.76292 -0.24 -0.15 -0.47 0.503
C -0.17870 -4.13026 -3.20459 0.15 0.09 -0.36 0.454
C -0.92516 -5.08117 -3.90945 -0.34 0.51 0.56 -0.244
C -0.28224 -6.24886 -4.30372 -0.07 0.07 -0.32 -0.659
C 1.10128 -6.37736 -4.12882 -0.59 0.15 0.74 -0.649
C 1.84636 -5.40694 -3.45031 -0.18 -0.46 -0.22 -0.184
C 1.18091 -4.29766 -2.94199 -0.29 -0.72 -1.39 -0.256
H 5.54939 0.91559 0.22102 -0.15 -0.69 -0.78 0.375
H 6.65043 -1.39743 -0.09950 -0.86 0.42 -0.33 0.336
H 5.21982 -3.19190 -1.16468 0.03 0.38 -0.11 0.464
H 3.45347 1.38480 -0.90225 -0.28 0.07 -0.05 0.228
H -4.29064 -2.00833 -2.52230 0.23 0.15 -0.01 0.571
H -5.38480 0.14637 -1.77827 0.13 -0.36 0.16 0.442
H -3.97157 1.99002 -0.94998 0.26 -0.02 -0.24 0.490
H -1.46422 1.80017 -1.29754 -0.03 -0.06 0.15 0.324
H -1.99434 -4.92105 -4.11477 0.60 -0.02 0.18 0.461
H -0.87835 -7.03732 -4.78831 0.50 0.38 0.19 0.381
H 1.56455 -7.29920 -4.42257 0.31 -0.17 -0.27 0.397
H 2.91159 -5.57282 -3.36419 0.03 0.31 0.26 0.518
C 1.51970 2.09066 -4.75447 -0.07 1.02 0.19 -0.935
C 1.19839 1.20052 -3.70500 -0.41 0.32 0.69 -0.275
N 1.06876 1.61213 -2.43754 0.60 -0.99 -0.69 0.873
C 1.41660 2.89258 -2.10187 -1.11 -1.25 -0.46 -0.416
C 1.81757 3.82375 -3.09255 1.00 0.04 0.69 0.620
C 1.83034 3.43285 -4.45369 -0.96 -1.74 0.15 -0.625
C 2.30710 5.05398 -2.61360 -0.04 1.39 -0.66 -1.132
C 2.06449 5.41914 -1.29964 0.32 0.56 -1.08 -0.870
C 1.41413 4.60787 -0.40695 -0.29 -0.99 -0.11 -0.853
C 1.20503 3.24483 -0.72406 0.40 0.90 1.07 0.465
N 0.89259 2.32547 0.21656 -0.22 -0.57 -0.72 2.106
C 0.87182 2.81033 1.55121 0.10 -0.58 0.28 -1.438
C 2.05449 3.03212 2.28790 -0.25 -0.02 0.84 -0.214
C 1.98969 3.32674 3.65426 0.52 0.58 -0.58 -0.850
C 0.75662 3.35547 4.32518 0.55 -0.19 1.19 -1.250
C -0.36561 2.90552 3.67806 -0.34 0.40 -0.97 0.964
C -3.00913 2.79409 4.11717 0.18 -0.54 0.05 0.043
C -3.94911 1.79532 3.42992 0.43 0.34 -0.27 -1.107
C -3.58232 1.24383 2.27526 0.84 0.21 -0.24 -0.600
N -2.20996 1.39878 1.76512 -0.92 -0.84 1.11 1.319
C -0.31995 2.86352 2.25396 -0.42 -0.13 0.70 -0.276
H 1.38591 1.67967 -5.75710 0.41 0.47 0.13 0.419
H 0.96585 0.13278 -3.92753 0.16 0.94 0.27 0.121
H 1.94929 4.22235 -5.19096 0.28 -0.39 -0.13 0.412
H 2.75281 5.78489 -3.32138 -0.31 -0.63 0.56 0.313
H 2.36751 6.39027 -0.93447 0.03 0.21 -0.22 0.402
H 1.10448 5.02806 0.53225 0.15 -0.21 0.38 0.476
H 3.00275 2.94953 1.78252 0.19 -0.02 -0.05 0.558
H 2.91503 3.52841 4.23270 -0.70 -0.06 -0.56 0.338
H 0.72570 3.68924 5.38685 0.02 -0.79 -0.70 0.397
H -3.40864 3.14780 5.06428 -0.14 -0.53 0.21 0.639
H -4.94494 1.65957 3.81787 -0.20 -0.03 0.05 0.444
H -4.21269 0.63589 1.62531 -0.03 0.04 0.40 0.533
O 1.80035 -2.73718 2.74610 1.04 -0.66 -0.51 -0.769
C 1.37575 -1.81743 2.07320 -1.18 -0.07 1.28 -0.452
O 1.73446 -1.38899 0.92963 0.02 0.21 -0.75 -0.197
C 0.24542 -1.07347 2.75864 -0.93 0.77 0.54 0.431
C 0.09338 -1.14901 4.17089 0.57 -0.49 -2.05 -1.019
C -0.70903 -0.22548 4.80358 -0.74 1.49 -0.49 -1.413
C -1.29811 0.77096 3.97972 -0.03 -1.02 -0.29 0.440
C -1.55155 2.20817 4.39363 -0.09 0.78 0.33 0.205
C -3.01386 4.01145 3.24788 0.59 0.90 -1.51 -1.140
C -2.47420 3.97952 2.01663 -0.32 0.15 0.36 -0.592
C -1.66116 2.77346 1.57422 0.31 -0.26 -1.10 0.616
C -1.36036 0.53626 2.56336 -0.24 1.26 1.49 -0.967
N -0.56175 -0.30201 1.97605 1.31 -1.04 -0.36 0.940
H 0.72659 -1.88403 4.65593 -0.26 0.11 0.17 0.590
H -0.82078 -0.21259 5.90055 0.26 0.26 -0.63 0.435
H -1.32501 2.30747 5.46707 -0.28 -0.10 -0.25 0.780
H -3.44483 4.93214 3.64281 -0.11 -0.25 -0.19 0.393
H -2.49933 4.82423 1.28010 0.02 -0.74 1.04 0.433
H -1.49661 2.84501 0.49097 0.06 0.27 0.26 -0.018
C -1.12530 -4.54843 1.97495 1.39 0.43 -1.01 -1.083
C -1.65477 -3.76503 0.75391 1.08 -0.13 1.16 0.683
C -3.04241 -4.14993 0.22926 1.42 0.61 0.25 -0.898
O -0.94136 -2.87475 0.28734 -1.58 -1.06 0.14 -0.256
H -0.91793 -5.58541 1.66965 -0.14 0.18 -0.04 0.345
H -1.79085 -4.60338 2.81944 -0.46 0.20 0.20 0.367
H -0.14307 -4.09344 2.26002 -0.88 -0.40 -0.04 0.088
H -3.06361 -5.14414 -0.20695 0.22 -0.03 -0.20 0.332
H -3.21706 -3.37008 -0.47603 -0.80 0.23 -0.82 -0.025
H -3.76512 -4.14509 1.03074 -0.18 0.15 0.33 0.395
```
Forces are in eV/Å.

For the electronic energy, the calculation gives -71997.03554 eV. The charge is 0. As for the relative energy (zero: lowest compared OMol25 entry of this formula, charge and spin): 0.00 kJ/mol.

Record 3
# CH5PS2

One molecule with the formula CH5PS2 at a distorted geometry (ωB97M-V/def2-TZVPD, the Open Molecules 2025 dataset).

Geometry as XYZ:
```
9
Properties=species:S:1:pos:R:3:forces:R:3:mulliken_charge:R:1
C 1.27272 0.73894 -1.15506 0.86 1.46 -1.17 -0.684
P -1.52313 -1.43606 1.91659 1.41 0.14 1.47 0.031
S -0.49671 0.85673 -0.75653 0.33 -1.07 2.58 -0.086
S -0.56052 0.39585 1.70999 0.26 0.96 -2.51 -0.161
H 1.88951 -0.21627 -1.04770 -1.45 1.05 -0.46 0.266
H 1.79672 1.52079 -0.57862 -0.17 -0.42 -0.03 0.280
H 1.27797 1.24553 -2.23432 0.13 -1.60 1.93 0.240
H -2.71116 -1.18510 1.35747 -1.73 0.41 -0.84 0.053
H -0.94541 -1.92040 0.78819 0.36 -0.94 -0.97 0.060
```
Forces are in eV/Å.

For the electronic energy, the calculation gives -32075.79341 eV. The charge is 0. The structure (SMILES) is CSSP. As for the relative energy (zero: lowest compared OMol25 entry of this formula, charge and spin): 218.37 kJ/mol.

Record 4
# H11O5

A 5-piece molecular cluster, H11O5 overall at a distorted geometry (ωB97M-V/def2-TZVPD, the Open Molecules 2025 dataset).

Geometry as XYZ:
```
16
Properties=species:S:1:pos:R:3:forces:R:3:lowdin_spin:R:1
O -0.16498 0.45767 -0.97121 0.52 1.02 -1.00 0.004
H -0.28924 0.99979 -0.18874 -0.41 0.97 0.74 -0.003
H -0.82709 -0.23689 -0.99936 -2.21 -1.72 -0.12 -0.001
H 0.63306 -0.06714 -0.87473 2.00 -0.82 -0.23 -0.001
O 1.89054 -1.21035 -0.77658 -0.49 0.58 0.62 0.100
H 1.96323 -2.14956 -0.94642 -0.12 -0.66 -0.31 0.001
H 2.74730 -0.96228 -0.42921 0.69 0.26 -0.08 -0.001
O 0.57615 0.09801 1.84801 -0.89 0.48 -0.84 0.566
H 1.16975 0.58685 2.41801 0.73 0.92 0.99 0.007
H 0.92386 -0.79380 1.84771 0.26 -1.46 0.00 0.003
O -0.97409 2.56131 0.26408 0.23 -0.79 0.44 0.292
H -0.54927 3.27911 0.73368 0.29 0.70 0.64 0.003
H -1.31110 2.96424 -0.53610 -0.53 0.41 -0.85 0.003
O -1.75690 -1.55626 -0.66550 0.39 0.51 0.11 0.026
H -2.38835 -1.47005 0.04869 -0.53 0.08 0.25 0.000
H -1.64284 -2.50061 -0.77232 0.07 -0.47 -0.35 0.000
```
Forces are in eV/Å.

For the electronic energy, the calculation gives -10393.77243 eV. The charge is +2. As for the relative energy (zero: lowest compared OMol25 entry of this formula, charge and spin): 46.14 kJ/mol. As for the spin multiplicity: 2.